#P
C5H8OS2 | wB97M-V/def2-TZVPD

## Properties
LUMO energy   -0.0370 hartree
Orbital gap   7.7 eV

Element x y z (Å)
1 C 0.387 -0.479 1.570
2 C 0.101 -0.406 0.100
3 C -1.260 -0.955 -0.451
4 C -1.111 0.383 -0.600
5 C 2.137 0.274 -0.760
6 H 0.700 -1.591 1.563
7 H -0.333 -0.423 2.422
8 H 1.244 0.192 1.805
9 H -1.328 -1.636 -1.438
10 H -2.050 -1.399 0.098
11 H -0.960 0.550 -1.798
12 H -1.458 3.192 -0.740
13 H 2.851 -0.286 -1.266
14 O 1.132 -0.607 -0.664
15 S -2.282 1.516 0.066
16 S 2.230 1.676 0.092

Now the Löwdin charges, all in e: -0.03 -0.55 -0.19 -0.77 -0.59 0.12 0.10 0.03 0.17 0.09 0.16 0.12 0.06 -0.07 0.63 0.73

#Q
C5H8OS2 | wB97M-V/def2-TZVPD

## Properties
SMILES   O[C@@H]1CS[C@@H]2[C@@H](S)[C@H]21
LUMO energy   0.0249 hartree
Orbital gap   9.4 eV

Element x y z (Å)
1 O -1.176 2.113 0.258
2 C -0.673 0.894 -0.271
3 C -1.850 -0.174 -0.345
4 S -1.162 -1.903 0.022
5 C 0.510 -1.117 -0.052
6 C 1.643 -0.520 0.695
7 S 3.085 0.016 -0.279
8 C 0.288 0.207 0.654
9 H -1.732 2.493 -0.443
10 H -0.198 0.999 -1.239
11 H -2.300 -0.209 -1.353
12 H -2.627 0.095 0.386
13 H 0.729 -1.037 -1.104
14 H 1.874 -0.837 1.712
15 H 3.732 -1.127 -0.282
16 H -0.144 0.107 1.640

Now the Löwdin charges, all in e: -0.03 -0.39 -0.35 0.84 -0.56 -0.55 0.76 -0.27 0.10 0.14 0.07 0.08 0.07 0.10 -0.16 0.14

#R
C5H8OS2 | wB97M-V/def2-TZVPD

## Properties
LUMO energy (alpha / beta)   -0.0386 / 0.0024 hartree
Orbital gap (alpha / beta)   6.3 / 8.0 eV

Element x y z (Å)
1 C 1.119 1.015 -0.541
2 C 1.102 0.074 -1.724
3 C -0.097 1.592 -0.090
4 C -0.265 -1.085 0.152
5 C -1.460 -1.591 0.967
6 O 2.171 1.219 0.141
7 S -0.361 -1.004 -1.555
8 S -0.213 2.349 1.491
9 H 0.885 0.492 -2.703
10 H 1.948 -0.490 -1.430
11 H -1.006 1.628 -0.625
12 H 0.628 -1.137 0.817
13 H -1.187 -2.507 1.625
14 H -2.356 -1.934 0.239
15 H -1.877 -0.766 1.523
16 H 0.968 2.145 1.714

Now the Löwdin charges, all in e: -0.60 -0.36 -0.42 -0.52 -0.17 -0.02 0.90 0.85 0.08 0.07 0.05 0.11 0.10 0.10 0.05 -0.21

Short version: #P is the least stable of them.

#P
H13O6S | wB97M-V/def2-TZVPD

## Properties
Charge   -1
LUMO energy   0.1265 hartree
Orbital gap   7.6 eV

Element x y z (Å)
1 S 1.765 -0.633 2.318
2 H 1.091 -1.490 1.522
3 H 0.235 -2.236 -1.301
4 H 1.510 -2.121 -0.519
5 O 1.191 -2.313 -1.412
6 H -0.640 0.842 -1.292
7 H 0.470 -0.026 -1.923
8 O -0.483 0.006 -1.785
9 H -1.891 -1.316 -1.494
10 H -2.506 -0.448 -0.483
11 O -2.612 -1.337 -0.837
12 H -0.675 2.737 -0.042
13 H -1.270 1.498 0.671
14 O -1.356 2.063 -0.145
15 H 2.685 0.633 -0.558
16 H 2.680 1.326 0.776
17 O 2.810 1.503 -0.169
18 H -0.179 0.350 2.182
19 H -1.762 0.167 2.335
20 O -1.061 0.796 2.157

Now the Löwdin charges, all in e: 0.00 -0.40 0.02 0.00 -0.07 0.01 0.03 -0.09 0.00 0.01 -0.09 0.05 0.00 -0.10 0.00 -0.06 -0.12 -0.12 0.05 -0.12

#Q
H13O6S | wB97M-V/def2-TZVPD

## Properties
Charge   -1
LUMO energy   0.1122 hartree
Orbital gap   7.1 eV

Element x y z (Å)
1 S 2.136 0.223 0.282
2 H 2.210 0.962 1.445
3 H 0.857 -2.716 0.254
4 H 1.929 -2.382 -0.524
5 O 1.733 -3.111 0.118
6 H 1.598 2.537 3.412
7 H 0.192 2.179 3.466
8 O 0.734 2.962 3.305
9 H 0.491 -2.073 2.394
10 H 1.072 -0.795 2.154
11 O 0.540 -1.231 2.865
12 H -2.201 1.054 -3.712
13 H -2.095 1.764 -5.054
14 O -2.316 0.910 -4.659
15 H -0.970 0.474 -0.169
16 H -0.065 1.776 -0.277
17 O -0.999 1.428 -0.173
18 H -1.465 -2.041 -1.890
19 H -1.518 -0.750 -1.217
20 O -1.861 -1.170 -2.020

Now the Löwdin charges, all in e: -0.03 -0.37 -0.01 -0.01 -0.13 0.03 0.03 -0.08 0.00 -0.09 -0.14 0.02 0.03 -0.07 -0.04 0.01 -0.13 0.04 0.00 -0.05

Short version: #Q is the least stable of them.

#P
C5H13N3O2 | wB97M-V/def2-TZVPD

## Properties
SMILES   [H]/N=C(/N)NC.CCC(=O)O
LUMO energy   0.0220 hartree
Orbital gap   10.1 eV

Element x y z (Å)
1 H 0.837 -2.527 0.654
2 N 0.373 -1.860 0.062
3 C -0.800 -1.518 0.396
4 N -1.762 -0.988 -0.427
5 N -1.257 -1.752 1.727
6 C -0.989 -0.749 2.756
7 H -1.724 -1.172 -1.418
8 H -2.118 -0.103 -0.241
9 H -2.219 -2.039 1.701
10 H -1.778 0.003 2.773
11 H -0.010 -0.350 2.497
12 H -0.916 -1.216 3.732
13 C 1.698 2.542 -0.641
14 C 1.370 1.116 -1.085
15 C 0.417 0.865 -2.229
16 O -0.240 1.639 -2.862
17 O 0.353 -0.452 -2.523
18 H 0.983 2.890 0.107
19 H 1.571 3.202 -1.495
20 H 2.632 2.491 -0.096
21 H 2.223 0.480 -1.290
22 H 0.835 0.612 -0.276
23 H 0.524 -1.115 -1.823

Now the Löwdin charges, all in e: 0.07 0.14 -0.55 0.16 -0.05 -0.10 0.10 0.08 0.10 0.07 0.08 0.07 -0.08 -0.17 -0.55 0.11 0.04 0.07 0.08 0.07 0.12 0.09 0.06

#Q
C5H13N3O2 | wB97M-V/def2-TZVPD

## Properties
SMILES   CCN(CC)N=O.CN=O
LUMO energy (alpha / beta)   -0.0067 / -0.0067 hartree
Orbital gap (alpha / beta)   8.8 / 8.8 eV

Element x y z (Å)
1 C -0.046 1.915 -0.116
2 C 0.425 0.955 1.020
3 N 0.655 -0.374 0.562
4 C 1.508 -0.784 -0.528
5 C 3.011 -0.650 -0.250
6 N -0.127 -1.225 1.154
7 O 0.013 -2.428 0.841
8 H 0.729 1.999 -0.910
9 H -0.978 1.554 -0.515
10 H -0.564 2.859 0.358
11 H 1.329 1.375 1.504
12 H -0.480 0.884 1.706
13 H 1.238 -0.228 -1.456
14 H 1.304 -1.937 -0.519
15 H 3.512 -0.981 -1.177
16 H 3.350 0.463 -0.142
17 H 3.284 -1.264 0.622
18 C -2.854 -0.804 -0.283
19 N -2.912 0.643 -0.276
20 O -3.876 1.287 -0.686
21 H -2.769 -1.057 -1.327
22 H -3.826 -1.166 0.192
23 H -1.923 -1.036 0.223

Now the Löwdin charges, all in e: -0.10 -0.21 -0.19 -0.21 -0.09 -0.08 -0.10 0.07 0.00 0.12 0.12 0.13 0.12 0.14 0.07 0.10 0.08 -0.06 -0.14 -0.01 0.09 0.12 0.02

#R
C5H13N3O2 | wB97M-V/def2-TZVPD

## Properties
SMILES   CC(C)(N)C=O.NC(N)=O
LUMO energy   0.0227 hartree
Orbital gap   9.7 eV

Element x y z (Å)
1 C -0.231 1.465 1.516
2 C -0.533 0.074 0.947
3 C -1.128 -0.829 2.038
4 N -1.507 0.201 -0.120
5 C 0.795 -0.578 0.531
6 O 1.784 -0.664 1.206
7 H 0.076 2.147 0.722
8 H 0.565 1.407 2.255
9 H -1.128 1.877 1.969
10 H -0.469 -0.879 2.901
11 H -2.084 -0.410 2.348
12 H -1.302 -1.833 1.653
13 H -1.722 -0.693 -0.543
14 H -1.225 0.859 -0.837
15 H 0.544 -1.566 -0.302
16 N 1.563 0.440 -1.209
17 C 0.734 0.292 -2.395
18 N 0.370 -0.990 -2.574
19 O 0.202 1.284 -2.850
20 H 2.392 -0.139 -1.164
21 H 1.691 1.405 -0.937
22 H 0.679 -1.700 -1.687
23 H -0.065 -1.171 -3.468

Now the Löwdin charges, all in e: -0.03 -0.61 -0.03 0.09 -0.34 0.03 0.08 0.09 0.09 0.09 0.09 0.08 0.08 0.06 0.13 0.13 -0.65 0.12 0.04 0.11 0.12 0.15 0.11

Short version: #Q is the least stable of them.

#P
C5H6N2O2 | wB97M-V/def2-TZVPD

## Properties
SMILES   C/C(C#N)=C/O.N=C=O
LUMO energy   -0.0338 hartree
Orbital gap   8.6 eV

Element x y z (Å)
1 C 0.432 -1.364 -0.981
2 C -0.614 -0.428 -0.721
3 C -1.866 -0.912 -0.236
4 N -2.872 -1.343 0.126
5 C -0.320 0.928 -0.565
6 O -1.320 1.817 -0.316
7 H 1.051 -1.104 0.136
8 H 1.204 -1.030 -1.671
9 H 0.141 -2.398 -1.134
10 H 0.539 1.311 -1.118
11 H -1.014 2.414 0.392
12 N 1.434 -0.180 1.191
13 C 0.735 0.858 1.219
14 O 0.387 1.869 1.760
15 H 2.083 -0.438 1.917

Now the Löwdin charges, all in e: -0.05 -0.26 -0.15 0.19 -0.23 0.01 0.11 0.09 0.09 0.15 0.10 0.11 -0.39 0.10 0.12

#Q
C5H6N2O2 | wB97M-V/def2-TZVPD

## Properties
SMILES   [H]/N=C(/O)Cc1ccno1
LUMO energy   0.0197 hartree
Orbital gap   10.6 eV

Element x y z (Å)
1 H -0.121 -1.301 -1.335
2 N -1.137 -1.366 -1.346
3 C -1.677 -0.482 -0.610
4 O -3.004 -0.489 -0.451
5 C -1.021 0.434 0.402
6 C 0.453 0.538 0.251
7 C 1.509 -0.070 0.859
8 C 2.635 0.477 0.185
9 N 2.273 1.322 -0.745
10 O 0.906 1.373 -0.696
11 H -3.252 -1.423 -0.242
12 H -1.481 1.428 0.302
13 H -1.262 0.068 1.409
14 H 1.485 -0.806 1.656
15 H 3.694 0.298 0.361

Now the Löwdin charges, all in e: 0.05 0.17 -0.50 0.04 -0.04 -0.31 -0.01 -0.14 0.06 0.00 0.14 0.14 0.14 0.11 0.12

Short version: #P is the least stable of them.

#P
C5H6N2O2 | wB97M-V/def2-TZVPD

## Properties
LUMO energy   0.0187 hartree
Orbital gap   9.6 eV

Element x y z (Å)
1 C 2.072 0.210 -0.383
2 C 1.100 -0.662 0.475
3 C -0.343 -0.290 0.095
4 C -0.954 0.700 0.634
5 C -2.325 -0.324 -0.737
6 H 3.855 0.355 -0.252
7 H 1.165 -0.841 1.522
8 H 1.145 -1.677 0.237
9 H -0.681 1.518 1.001
10 H -3.347 1.376 0.432
11 H -3.311 -0.984 -1.292
12 N -2.278 0.751 0.064
13 N -1.182 -0.993 -0.739
14 O 3.331 -0.255 -0.030
15 O 1.754 1.115 -1.028

Now the Löwdin charges, all in e: -0.46 -0.01 -0.34 -0.08 -0.28 -0.02 0.12 0.10 0.05 0.29 0.19 0.01 0.08 0.16 0.19

#Q
C5H6N2O2 | wB97M-V/def2-TZVPD

## Properties
LUMO energy   0.0079 hartree
Orbital gap   8.9 eV

Element x y z (Å)
1 C 0.133 1.481 -1.134
2 C 0.820 1.229 0.024
3 C -1.239 0.839 -1.108
4 C 0.040 -1.238 0.649
5 C 0.113 0.289 0.954
6 N -1.559 0.249 -0.083
7 N 0.564 -1.775 -0.470
8 O -0.422 -1.881 1.547
9 O 0.111 0.514 2.274
10 H 0.456 2.177 -1.965
11 H 1.813 1.528 0.190
12 H -1.914 1.087 -1.845
13 H 1.004 -1.325 -1.323
14 H 0.426 -2.852 -0.384
15 H -0.344 -0.323 2.675

Now the Löwdin charges, all in e: -0.04 -0.01 -0.25 -0.57 -0.29 0.16 0.15 0.06 0.06 0.11 0.09 0.07 0.14 0.17 0.16

Short version: #P is the least stable of them.